1.
Molecular formula: C3H7N3
Method: DFT, wB97M-V/def2-TZVPD

**Maximum force**: 2.43 eV Å⁻¹
**HOMO energy (spin up / spin down)**: -0.33513 / -0.26135 hartree
**ΔE to the lowest compared entry with this formula, charge and spin**: 103.4 kcal/mol
**Kohn-Sham gap (spin up / spin down)**: 9.429 / 6.319 eV

Each line ends with the Mulliken charge.
Atoms and positions in Å:
1 N 0.67 -1.20 1.49  -0.61
2 C 0.81 -0.85 0.09  -0.27
3 C -0.51 -0.43 -0.45  -0.39
4 N -0.92 1.59 -0.17  -0.46
5 C -0.67 0.69 -1.36  0.42
6 N -0.57 0.83 -2.56  -0.57
7 H 1.52 -1.62 1.85  0.23
8 H 0.49 -0.36 2.03  0.22
9 H 1.09 -1.75 -0.48  0.30
10 H 1.57 -0.08 -0.15  0.28
11 H -1.35 -1.08 -0.18  0.35
12 H -0.26 2.35 -0.03  0.24
13 H -1.88 1.90 -0.06  0.24

2.
Molecular formula: C3H7N3
Method: DFT, wB97M-V/def2-TZVPD

**<S²>**: 2.043
**2S+1**: 3
**Maximum force**: 3.33 eV Å⁻¹
**HOMO energy (spin up / spin down)**: -0.57560 / -0.73039 hartree
**ΔE to the lowest compared entry with this formula, charge and spin**: 21.6 kcal/mol
**Kohn-Sham gap (spin up / spin down)**: 7.162 / 7.355 eV
**Total charge**: +2

Each line ends with the Mulliken charge.
Atoms and positions in Å:
1 C 0.92 -0.05 -0.24  0.40
2 C 3.32 0.11 -0.37  0.10
3 C -3.22 0.00 -0.13  -0.04
4 N 2.08 -0.10 -0.08  -0.11
5 N -4.47 -0.04 0.06  -0.18
6 N 4.28 -0.16 0.43  -0.29
7 H -2.59 -0.91 0.04  0.26
8 H 3.33 0.60 -1.38  0.31
9 H -2.79 0.93 -0.28  0.30
10 H -5.03 -0.84 0.33  0.31
11 H -5.07 0.85 0.19  0.35
12 H 5.19 0.10 0.06  0.29
13 H 4.05 -0.49 1.38  0.28

3.
Molecular formula: C3H7N3O
Method: DFT, wB97M-V/def2-TZVPD

**SMILES**: [H]/N=C/NC(=O)NC
**Maximum force**: 0.40 eV Å⁻¹
**HOMO energy**: -0.35440 hartree
**ΔE to the lowest compared entry with this formula, charge and spin**: 3.3 kcal/mol
**Kohn-Sham gap**: 10.435 eV

Each line ends with the Mulliken charge.
Atoms and positions in Å:
1 H 0.83 0.21 -4.02  0.26
2 N 1.07 -0.24 -3.14  -0.65
3 C 0.18 0.01 -2.27  0.01
4 N 0.30 -0.51 -0.99  -0.27
5 C -0.39 0.06 0.08  0.62
6 O -1.24 0.92 -0.07  -0.63
7 N 0.00 -0.42 1.30  -0.21
8 C -0.38 0.25 2.52  -0.81
9 H -0.73 0.61 -2.40  0.34
10 H 1.16 -1.01 -0.83  0.29
11 H 0.66 -1.18 1.34  0.20
12 H -0.88 1.18 2.25  0.31
13 H 0.50 0.47 3.12  0.30
14 H -1.08 -0.35 3.12  0.26

4.
Molecular formula: C3H7N3O
Method: DFT, wB97M-V/def2-TZVPD

**Maximum force**: 4.95 eV Å⁻¹
**HOMO energy**: -0.33029 hartree
**ΔE to the lowest compared entry with this formula, charge and spin**: 107.1 kcal/mol
**Kohn-Sham gap**: 9.084 eV

Each line ends with the Mulliken charge.
Atoms and positions in Å:
1 C 0.94 -0.19 0.58  -0.70
2 C 0.43 -1.20 -0.42  -0.13
3 C 0.59 1.07 -0.28  0.52
4 N -0.79 -1.78 -0.13  -0.57
5 N -0.76 1.42 0.08  0.29
6 N -1.06 2.48 0.62  -0.74
7 O 1.44 1.81 -0.76  -0.54
8 H -2.06 2.44 0.88  0.26
9 H -1.15 -2.41 -0.84  0.22
10 H -1.51 -1.12 0.16  0.24
11 H 2.03 -0.23 0.67  0.26
12 H 0.42 -0.23 1.54  0.39
13 H 1.18 -1.90 -0.78  0.40
14 H 0.30 -0.15 -1.33  0.11

5.
Molecular formula: C3H7N3O
Method: DFT, wB97M-V/def2-TZVPD

**Maximum force**: 2.04 eV Å⁻¹
**HOMO energy (spin up / spin down)**: -0.33488 / -0.26906 hartree
**ΔE to the lowest compared entry with this formula, charge and spin**: 179.6 kcal/mol
**Kohn-Sham gap (spin up / spin down)**: 8.858 / 6.215 eV

Each line ends with the Mulliken charge.
Atoms and positions in Å:
1 C 0.60 -0.58 -0.64  -0.34
2 N -0.48 -0.89 0.32  -0.20
3 C -1.08 0.39 0.83  -0.25
4 C 1.56 0.28 0.03  0.10
5 O -1.42 -1.79 -0.22  -0.40
6 N -1.72 1.14 -0.10  -0.59
7 N 2.70 0.63 0.08  -0.41
8 H -1.98 -1.23 -0.81  0.35
9 H -1.06 1.69 -0.65  0.26
10 H 3.27 0.92 0.87  0.30
11 H 1.09 -1.51 -0.95  0.35
12 H 0.16 0.02 -1.46  0.30
13 H -1.75 0.06 1.61  0.35
14 H 0.10 0.88 1.08  0.20

6.
Molecular formula: C3H7N3O
Method: DFT, wB97M-V/def2-TZVPD

**SMILES**: C=NN/C(C)=N\O
**Maximum force**: 8.07 eV Å⁻¹
**HOMO energy**: -0.34090 hartree
**ΔE to the lowest compared entry with this formula, charge and spin**: 136.5 kcal/mol
**Kohn-Sham gap**: 9.867 eV

Each line ends with the Mulliken charge.
Atoms and positions in Å:
1 C -2.51 -0.62 0.13  -0.35
2 N -1.34 -0.12 -0.03  -0.42
3 N -0.35 -0.77 -0.42  -0.18
4 C 0.93 -0.15 0.01  0.77
5 C 2.05 -1.21 0.09  -1.11
6 N 1.09 1.08 0.24  -0.46
7 O 0.13 2.11 -0.13  -0.37
8 H -3.40 0.07 0.60  0.24
9 H -2.45 -1.78 0.17  0.18
10 H -0.26 -1.83 0.11  0.32
11 H 3.00 -0.70 -0.17  0.32
12 H 2.15 -1.94 1.01  0.25
13 H 2.04 -1.99 -0.67  0.38
14 H -0.75 1.79 0.06  0.41

7.
Molecular formula: C3H7N3O
Method: DFT, wB97M-V/def2-TZVPD

**Maximum force**: 0.51 eV Å⁻¹
**HOMO energy (spin up / spin down)**: -0.26964 / -0.28161 hartree
**ΔE to the lowest compared entry with this formula, charge and spin**: 124.8 kcal/mol
**Kohn-Sham gap (spin up / spin down)**: 7.017 / 7.519 eV

Each line ends with the Mulliken charge.
Atoms and positions in Å:
1 C 1.14 0.24 -0.21  -0.35
2 C -1.22 0.94 0.67  -0.93
3 C 0.27 -0.88 -0.43  0.51
4 N 1.92 0.62 -1.22  -0.33
5 N -0.56 -1.03 0.70  0.22
6 N -1.47 -1.90 0.67  -0.73
7 O 0.32 -1.60 -1.43  -0.62
8 H 1.27 0.68 0.76  0.51
9 H 1.84 0.11 -2.09  0.25
10 H 2.62 1.34 -1.12  0.22
11 H -1.91 -1.91 1.60  0.24
12 H -0.67 1.85 0.48  0.41
13 H -1.97 0.72 -0.08  0.34
14 H -1.56 0.84 1.69  0.26

8.
Molecular formula: C3H7N3O
Method: DFT, wB97M-V/def2-TZVPD

**Maximum force**: 0.55 eV Å⁻¹
**HOMO energy**: -0.26631 hartree
**ΔE to the lowest compared entry with this formula, charge and spin**: 78.6 kcal/mol
**Kohn-Sham gap**: 7.675 eV

Each line ends with the Mulliken charge.
Atoms and positions in Å:
1 C -2.00 0.14 1.27  -0.84
2 N -1.61 -0.53 -0.06  -0.18
3 C -0.44 -0.09 -0.88  0.48
4 O -0.56 0.05 -2.07  -0.55
5 N 0.66 0.10 -0.12  -0.18
6 C 1.88 0.50 -0.66  -0.03
7 N 2.88 0.66 0.09  -0.60
8 H -1.93 1.21 1.04  0.19
9 H -1.19 -0.12 1.96  0.18
10 H -2.40 -0.47 -0.70  0.35
11 H -1.51 -1.53 0.15  0.32
12 H 0.56 0.09 0.89  0.25
13 H 1.83 0.65 -1.75  0.34
14 H 3.69 0.95 -0.45  0.27

9.
Molecular formula: C3H7N3O
Method: DFT, wB97M-V/def2-TZVPD

**SMILES**: [H]/N=N/C/C(=N\[H])OC
**Maximum force**: 4.78 eV Å⁻¹
**HOMO energy**: -0.33025 hartree
**ΔE to the lowest compared entry with this formula, charge and spin**: 87.8 kcal/mol
**Kohn-Sham gap**: 9.548 eV

Each line ends with the Mulliken charge.
Atoms and positions in Å:
1 H -3.62 0.79 0.30  0.23
2 N -2.68 0.59 -0.09  -0.39
3 N -2.34 -0.58 0.10  -0.18
4 C -0.82 -0.96 -0.30  -0.01
5 C 0.01 0.09 0.33  0.35
6 N -0.11 1.31 0.46  -0.67
7 H -1.10 1.61 0.29  0.37
8 O 1.29 -0.71 0.29  -0.32
9 C 2.46 0.03 0.02  -0.68
10 H -0.76 -0.89 -1.39  0.22
11 H -0.69 -1.96 0.12  0.26
12 H 2.47 1.00 0.51  0.32
13 H 3.32 -0.52 0.41  0.24
14 H 2.57 0.22 -1.05  0.26

10.
Molecular formula: C3H7N3O
Method: DFT, wB97M-V/def2-TZVPD

**SMILES**: [H]/N=C/NC(=O)NC
**Maximum force**: 0.56 eV Å⁻¹
**HOMO energy**: -0.35440 hartree
**ΔE to the lowest compared entry with this formula, charge and spin**: 17.0 kcal/mol
**Kohn-Sham gap**: 10.434 eV

Each line ends with the Mulliken charge.
Atoms and positions in Å:
1 H -3.90 -0.85 -0.51  0.27
2 N -3.07 -0.90 0.08  -0.64
3 C -2.16 -0.19 -0.42  0.04
4 N -0.93 -0.07 0.21  -0.25
5 C 0.12 0.65 -0.32  0.45
6 O 0.08 1.16 -1.41  -0.55
7 N 1.24 0.68 0.52  -0.27
8 C 2.40 -0.13 0.24  -0.75
9 H -2.19 0.39 -1.35  0.34
10 H -0.77 -0.64 1.03  0.27
11 H 1.10 0.93 1.49  0.27
12 H 2.30 -0.62 -0.74  0.31
13 H 2.53 -0.93 0.98  0.26
14 H 3.26 0.54 0.20  0.27

11.
Molecular formula: C3H7N3O
Method: DFT, wB97M-V/def2-TZVPD

**SMILES**: C/N=C(\N)C(N)=O
**Maximum force**: 0.82 eV Å⁻¹
**HOMO energy**: -0.35123 hartree
**ΔE to the lowest compared entry with this formula, charge and spin**: 9.1 kcal/mol
**Kohn-Sham gap**: 10.503 eV

Each line ends with the Mulliken charge.
Atoms and positions in Å:
1 C -0.92 1.73 -0.68  -0.87
2 N -0.17 0.52 -0.93  -0.51
3 C 0.17 -0.02 0.17  0.64
4 N -0.07 0.53 1.42  -0.53
5 C 0.65 -1.45 0.26  0.43
6 N 0.90 -2.06 -0.92  -0.38
7 O 0.73 -1.99 1.35  -0.65
8 H -0.28 2.59 -0.46  0.26
9 H -1.48 1.55 0.25  0.36
10 H -1.55 1.98 -1.54  0.28
11 H 0.03 -0.15 2.16  0.24
12 H 0.32 1.44 1.61  0.21
13 H 0.64 -1.60 -1.78  0.26
14 H 1.02 -3.06 -0.90  0.26

12.
Molecular formula: C3H7N3O2
Method: DFT, wB97M-V/def2-TZVPD

**Maximum force**: 8.50 eV Å⁻¹
**HOMO energy**: -0.38453 hartree
**ΔE to the lowest compared entry with this formula, charge and spin**: 189.9 kcal/mol
**Kohn-Sham gap**: 10.544 eV

Each line ends with the Mulliken charge.
Atoms and positions in Å:
1 C -0.67 -1.89 0.81  -0.91
2 C 0.53 -0.06 -0.15  0.41
3 C -0.02 2.10 -1.31  0.15
4 H -0.07 -2.45 0.20  0.40
5 H -1.70 -2.33 1.02  0.27
6 H -0.22 -1.99 1.73  0.40
7 H -0.79 0.85 1.58  0.40
8 H 2.31 -0.32 -0.46  0.24
9 H 1.64 1.21 -0.71  0.24
10 H -1.06 1.58 -1.32  0.33
11 N -0.93 -0.46 0.03  -0.22
12 N 1.45 -0.89 -0.16  -0.56
13 N 0.56 1.36 -0.31  -0.18
14 O -1.75 0.31 1.06  -0.41
15 O 0.72 3.00 -2.00  -0.56

13.
Molecular formula: C3H7N3O2
Method: DFT, wB97M-V/def2-TZVPD

**SMILES**: CN/N=C(/N)C(=O)O
**Maximum force**: 3.64 eV Å⁻¹
**HOMO energy**: -0.33906 hartree
**ΔE to the lowest compared entry with this formula, charge and spin**: 53.2 kcal/mol
**Kohn-Sham gap**: 9.863 eV

Each line ends with the Mulliken charge.
Atoms and positions in Å:
1 C -1.63 -0.86 1.24  -0.77
2 N -1.14 0.37 0.53  -0.22
3 N -0.65 -0.13 -0.70  -0.82
4 C 0.63 0.06 -0.89  0.36
5 N 1.26 -0.33 -1.98  -0.32
6 C 1.54 0.88 -0.04  0.76
7 O 2.67 1.07 -0.53  -0.66
8 O 1.17 1.35 1.12  -0.52
9 H -0.75 -1.39 1.55  0.26
10 H -2.16 -0.59 2.19  0.31
11 H -2.27 -1.45 0.60  0.34
12 H -1.95 1.00 0.32  0.24
13 H 2.24 -0.12 -2.08  0.25
14 H 0.81 -1.00 -2.54  0.24
15 H 0.22 1.14 1.23  0.55

14.
Molecular formula: C3H7N3O2
Method: DFT, wB97M-V/def2-TZVPD

**Maximum force**: 9.98 eV Å⁻¹
**HOMO energy**: -0.34208 hartree
**ΔE to the lowest compared entry with this formula, charge and spin**: 191.4 kcal/mol
**Kohn-Sham gap**: 9.090 eV

Each line ends with the Mulliken charge.
Atoms and positions in Å:
1 C 2.34 0.01 -0.13  0.30
2 C 1.13 -0.69 0.24  -0.02
3 C -1.14 -0.33 -0.10  0.12
4 H 2.46 2.00 -0.85  0.30
5 H 0.88 1.80 -0.44  0.36
6 H 0.78 -1.52 -0.56  0.20
7 H 1.45 -1.26 1.13  0.19
8 H -1.22 -1.29 -0.76  0.22
9 H -2.45 0.82 1.26  0.27
10 H -3.90 -1.12 -0.09  0.33
11 N 2.01 1.34 0.03  -0.56
12 N -0.05 0.19 0.41  -0.50
13 N -2.30 0.40 0.32  -0.12
14 O 3.53 -0.49 -0.10  -0.62
15 O -3.52 0.11 -0.38  -0.46

15.
Molecular formula: C3H7N3O2
Method: DFT, wB97M-V/def2-TZVPD

**<S²>**: 2.009
**2S+1**: 3
**Maximum force**: 3.98 eV Å⁻¹
**HOMO energy (spin up / spin down)**: -0.25339 / -0.39076 hartree
**ΔE to the lowest compared entry with this formula, charge and spin**: 50.0 kcal/mol
**Kohn-Sham gap (spin up / spin down)**: 7.686 / 8.969 eV

Each line ends with the Mulliken charge.
Atoms and positions in Å:
1 C -0.16 1.34 0.69  -0.67
2 C -1.30 0.88 -0.08  -0.23
3 C 1.27 -0.55 0.25  -0.34
4 N 1.05 0.78 0.03  -0.22
5 N -1.80 -0.31 0.35  -0.49
6 N 1.13 -1.40 -0.85  0.99
7 O 1.38 -2.56 -0.75  -0.62
8 O 0.77 -0.88 -1.93  -0.66
9 H -0.10 2.50 0.92  0.24
10 H -0.14 0.77 1.72  0.37
11 H -1.29 1.19 -1.14  0.35
12 H 1.63 -0.89 1.27  0.39
13 H 0.81 0.86 -1.05  0.38
14 H -2.17 -0.92 -0.36  0.28
15 H -1.09 -0.82 0.91  0.24

16.
Molecular formula: C3H7N3OS
Method: DFT, wB97M-V/def2-TZVPD

**Maximum force**: 9.65 eV Å⁻¹
**HOMO energy**: -0.35037 hartree
**ΔE to the lowest compared entry with this formula, charge and spin**: 142.4 kcal/mol
**Kohn-Sham gap**: 9.990 eV

Each line ends with the Mulliken charge.
Atoms and positions in Å:
1 C 2.26 0.81 0.23  -0.74
2 C 0.86 1.65 0.09  0.59
3 C -0.50 -0.83 0.19  0.29
4 H 2.61 0.84 1.52  0.24
5 H 2.17 -0.63 -0.13  0.24
6 H 3.18 1.44 -0.57  0.27
7 H 0.20 -2.36 0.86  0.37
8 H -1.14 -0.96 -1.69  0.28
9 H -1.95 -3.48 -0.58  0.23
10 H -0.56 -3.20 -1.48  0.15
11 N 0.09 -1.39 1.16  -0.54
12 N -1.29 -1.48 -0.78  -0.17
13 N -1.05 -2.93 -0.78  -0.48
14 O 0.80 2.82 -0.32  -0.53
15 S -0.68 1.04 0.27  -0.18

17.
Molecular formula: C3H7N3OS
Method: DFT, wB97M-V/def2-TZVPD

**Maximum force**: 7.08 eV Å⁻¹
**HOMO energy**: -0.30985 hartree
**ΔE to the lowest compared entry with this formula, charge and spin**: 114.4 kcal/mol
**Kohn-Sham gap**: 9.126 eV

Each line ends with the Mulliken charge.
Atoms and positions in Å:
1 C -2.09 1.19 0.65  -0.74
2 C 0.16 0.48 0.36  0.56
3 C 1.54 -1.04 -1.26  0.07
4 H -1.78 2.20 1.04  0.35
5 H -3.02 1.49 0.01  0.23
6 H -2.18 0.41 1.47  0.35
7 H 1.76 -0.11 0.50  0.16
8 H 2.83 -1.19 -1.62  0.27
9 H -0.71 -1.38 -0.49  0.29
10 H -1.15 -2.37 -1.97  0.21
11 N 1.04 -0.33 -0.09  -0.30
12 N 0.77 -1.85 -1.87  -0.36
13 N -0.51 -2.01 -1.38  -0.27
14 O -0.96 0.70 -0.35  -0.37
15 S 0.32 1.31 1.80  -0.45

18.
Molecular formula: C3H7N3OS
Method: DFT, wB97M-V/def2-TZVPD

**Maximum force**: 3.62 eV Å⁻¹
**HOMO energy (spin up / spin down)**: -0.34014 / -0.31685 hartree
**ΔE to the lowest compared entry with this formula, charge and spin**: 138.3 kcal/mol
**Kohn-Sham gap (spin up / spin down)**: 7.924 / 7.477 eV

Each line ends with the Mulliken charge.
Atoms and positions in Å:
1 C -0.15 0.73 -0.67  0.66
2 C -1.30 1.12 0.32  -1.21
3 C -0.50 -1.76 -0.16  -0.74
4 N 0.90 1.59 -0.36  -0.23
5 N 1.94 1.20 0.14  -0.09
6 N 0.20 -0.63 -0.88  -0.47
7 O 3.45 -0.54 1.26  -0.47
8 S 2.60 -0.21 0.11  0.48
9 H -0.53 1.11 -1.64  0.20
10 H -0.85 1.06 1.30  0.31
11 H -2.07 0.39 0.29  0.37
12 H -1.61 2.22 0.19  0.33
13 H -1.61 -1.70 -0.18  0.31
14 H -0.30 -2.73 -0.65  0.29
15 H -0.18 -1.86 0.94  0.25